Entry 1:
24
Properties=species:S:1:pos:R:3:forces:R:3:mulliken_charge:R:1 method="wB97M-V/def2-TZVPD" lumo_ha=-0.019 gap_ev=8.15 spin_multiplicity=1 e_above_lowest_kcal_mol=0.0 smiles="O=C(O)c1cc2[nH]c3ccc(Br)cc3c(=O)n2n1" charge=0
O 0.9814 3.9900 -3.1612 0.5140 -0.4609 0.3595 -0.560
C 1.7295 3.4506 -2.3733 -0.2606 0.6796 -0.0921 0.206
O 2.9932 3.8982 -2.1671 -0.6844 -0.7196 0.0280 -0.425
C 1.2099 2.3165 -1.5297 -0.1877 -1.4949 0.6236 0.527
C -0.1519 1.8769 -1.5724 -0.8427 2.3264 -2.3568 -0.649
C -0.2474 0.8885 -0.6910 -0.8452 -1.2704 0.9694 0.431
N -1.3014 0.1073 -0.2662 0.4771 0.4822 0.0667 -0.141
C -1.1648 -0.9229 0.6400 0.0089 -0.1505 -0.9827 0.474
C -2.2625 -1.7234 0.9257 0.1174 -0.4957 0.8721 -0.885
C -2.1019 -2.8358 1.7426 -0.5586 0.0749 -0.3085 -0.152
C -0.8544 -3.2105 2.2271 0.7973 0.6261 -0.6695 -0.331
Br -0.5830 -4.9500 3.0282 -0.1858 1.0298 -0.1730 -0.183
C 0.2358 -2.3771 1.9446 -0.4153 -0.3796 0.2269 -0.300
C 0.1023 -1.2281 1.1231 -1.2240 -0.2905 0.6135 0.204
C 1.2111 -0.3558 0.7526 3.3240 -1.3224 0.8862 0.786
O 2.3327 -0.6251 1.1542 -0.8399 0.8333 -0.4304 -0.599
N 0.9783 0.6901 -0.1553 -0.0393 0.0147 0.0019 0.811
N 1.8923 1.5408 -0.6887 0.5973 0.6980 0.1568 -1.448
H 3.1274 4.6229 -2.8044 -0.1245 -0.2032 0.1862 0.352
H -0.9493 2.2566 -2.2351 0.6884 -0.1611 0.6345 0.340
H -2.1278 0.1553 -0.8096 -0.6885 0.0877 -0.2705 0.211
H -3.2344 -1.4674 0.5326 -0.1185 -0.0191 0.0004 0.375
H -2.9759 -3.4211 1.9813 -0.0498 -0.1963 -0.0371 0.418
H 1.1609 -2.6768 2.4021 0.5404 0.3116 -0.3050 0.538


Entry 2:
16
Properties=species:S:1:pos:R:3:forces:R:3:mulliken_charge:R:1 method="wB97M-V/def2-TZVPD" lumo_ha=0.029 gap_ev=7.82 spin_multiplicity=1 e_above_lowest_kcal_mol=55.8 smiles="C/C(N)=C/N.O" charge=0
C 1.2421 -1.3862 -1.2614 -2.1275 0.9894 -0.8143 -1.097
C 0.7781 -0.4401 -0.1219 0.4594 -0.1890 -1.4222 0.592
N -0.3585 -0.8001 0.5444 2.4006 3.3949 2.4697 -0.413
C 1.2603 0.7980 0.0313 2.1562 -0.7255 -2.8123 -0.217
N 0.9628 1.6683 1.0878 1.7173 -0.1222 -1.6163 -0.487
H 2.1413 -1.9623 -1.1907 0.7530 0.0532 0.6525 0.279
H 0.4499 -2.1795 -1.4923 0.7625 1.3132 0.2300 0.275
H 1.3266 -0.6816 -2.1286 0.0779 -1.0399 0.2714 0.271
H -0.8956 -1.4869 0.2792 -3.1467 -4.4829 -1.8318 0.140
H -0.3973 -0.6131 1.5079 -0.1936 0.0505 1.1339 0.177
H 1.9987 1.0052 -0.8743 -1.0458 0.4876 2.6846 0.150
H 0.3253 1.3095 1.7234 -1.3668 -0.3260 1.2031 0.170
H 0.8794 2.6307 0.8642 -0.2415 0.6295 -0.0544 0.205
O -3.0538 0.1291 -0.1508 0.2745 0.4741 -2.8563 -0.681
H -2.5110 0.7509 0.3492 0.1389 -0.1461 -0.2730 0.308
H -2.8001 0.2874 -1.1444 -0.6184 -0.3607 3.0353 0.329


Computed energy, in the same sequence as the records: -92159.78707; -8299.08629 eV.